Record 1
32
Properties=species:S:1:pos:R:3 method="wB97M-V/def2-TZVPD" total_charge=+1 gap_ev=10.913 lumo_energy_ev=-2.82 e_tot_ev=-21299.6887 homo_energy_ev=-13.74
O 1.3297 -0.0038 -1.6830
C 1.9364 -0.6190 -0.8361
C 1.6167 -0.4552 0.6465
C 1.1492 -1.8539 1.1327
O 0.8392 -2.7050 0.0435
N 0.5478 0.5425 0.8565
H 2.7099 -1.3431 -1.0968
H 2.4892 -0.1568 1.2135
H 0.2414 -1.7041 1.7373
H 1.8598 -2.3923 1.7405
H -0.0262 -2.5534 -0.3875
H -0.2050 0.4934 0.1787
H 0.1896 0.4330 1.8037
H 0.9505 1.4942 0.8829
H -2.0636 0.2633 3.3071
H -0.8981 -0.8677 3.6286
O -1.2416 -0.1514 3.0641
H -3.2113 0.7334 -1.9876
H -1.7227 0.5511 -2.3134
O -2.3518 0.6060 -1.5510
H -2.5099 1.4359 1.6665
H -1.9733 2.0558 0.4558
O -1.8856 2.1295 1.4167
H -1.9577 -1.3942 -1.7018
H -2.1569 -2.8282 -1.0413
O -1.4931 -2.1817 -1.3636
H -0.4735 0.1306 -4.0833
H 0.3488 1.1200 -3.2913
O -0.5843 0.8867 -3.5006
H 2.1464 2.7955 2.3720
H 1.7223 3.6899 1.0753
O 2.0382 2.8363 1.4192



Record 2
33
Properties=species:S:1:pos:R:3 method="wB97M-V/def2-TZVPD" total_charge=-1 gap_ev=9.440 lumo_energy_ev=3.02 e_tot_ev=-23354.5849 homo_energy_ev=-6.42
C 0.7574 -1.1959 2.5850
N 1.5343 -1.3133 1.4158
C 1.3690 -0.3724 0.2927
C 2.7549 -0.1897 -0.4575
O 2.5796 -0.5774 -1.7758
O 0.9155 -1.8667 3.5628
H -0.0178 -0.4007 2.3494
H 1.8352 -2.2757 1.1666
H 1.0148 0.5781 0.7181
H 0.4758 -0.6025 -0.3297
H 3.5078 -0.8809 -0.0869
H 3.2344 0.8416 -0.4166
H -2.0947 -0.6304 0.7254
H -2.2432 -1.8965 0.0069
O -1.7220 -1.5307 0.7958
H -0.3812 3.4920 -0.5184
H 2.3230 0.1925 -2.3844
O -0.4752 2.7446 -1.1243
H -1.0490 2.0413 -0.6827
H -2.8836 1.6721 -0.7095
O -2.2508 1.1768 -0.1944
H -2.4384 1.5379 1.2572
H -3.2685 0.7953 2.3658
O -2.9488 1.5899 2.1303
H 0.5807 -2.9787 -1.2444
H -0.2848 -2.8755 0.1185
O 0.2801 -3.3922 -0.4315
H -1.9367 -0.6680 -2.3594
H -2.3667 0.0841 -1.0722
O -2.5994 -0.8384 -1.6851
H 1.1834 2.4304 -1.5404
H 2.4543 2.8654 -0.8607
O 2.1605 2.4432 -1.6161



Record 3
33
Properties=species:S:1:pos:R:3 method="wB97M-V/def2-TZVPD" total_charge=+2 gap_ev="10.357 / 5.008" lumo_energy_ev="-7.16 / -12.51" multiplicity=2 e_tot_ev=-28060.7276 homo_energy_ev="-17.52 / -17.52"
C -1.3732 -2.0593 -1.0084
C -0.7271 -0.6507 -1.0186
C -1.1528 0.1676 -2.2236
S -1.1545 2.0341 -2.0365
N -1.2215 -0.0204 0.2810
H -0.9684 -2.6960 -1.7859
H -2.4574 -1.9724 -1.1365
H -1.2449 -2.5840 -0.0563
H 0.3535 -0.7867 -0.9493
H -0.5050 -0.0206 -3.0883
H -2.1408 0.0085 -2.6547
H -2.4531 2.3100 -2.2247
H -0.6650 0.8395 0.3962
H -2.1946 0.3005 0.3500
H -1.1543 -0.6504 1.1039
H -0.2874 3.8103 0.6979
H 0.6072 2.8187 1.4824
O 0.2098 2.9829 0.6087
H 2.3177 0.4938 -0.6465
H 3.3485 -0.4724 -1.1976
O 2.6754 -0.4168 -0.4912
H -1.1646 -2.4253 2.9273
H 0.3237 -1.9061 2.5787
O -0.6124 -1.6595 2.6909
H 1.6123 -1.7642 0.7265
H 2.0566 -3.1893 0.9893
O 1.3987 -2.5359 1.2528
H 0.1072 1.3215 3.3291
H 1.1207 0.3958 2.6802
O 0.5727 1.1737 2.4959
H 1.9965 2.7094 -1.9690
H 1.0826 2.4225 -0.7280
O 1.6940 2.0208 -1.3758



Record 4
37
Properties=species:S:1:pos:R:3 method="wB97M-V/def2-TZVPD" total_charge=+1 gap_ev="10.747 / 5.816" lumo_energy_ev="-3.06 / -7.99" multiplicity=2 e_tot_ev=-22851.9479 homo_energy_ev="-13.81 / -13.81"
C 0.7429 2.3149 -0.0213
N 1.2240 1.4865 1.0373
C 2.5140 0.7604 0.9172
O 2.4246 -0.2626 -0.0423
C 1.5140 2.1710 -1.4207
N 0.8248 2.9273 -2.3853
H 0.8425 3.3671 0.2371
H -0.3342 2.1882 -0.1517
H 0.6104 0.6781 1.1240
H 3.2362 1.4440 0.5392
H 2.8349 0.4178 1.8997
H 1.5704 -0.7051 0.0830
H 2.4648 2.6599 -1.2117
H 1.6885 1.1645 -1.7528
H 0.4864 3.8065 -2.0000
H 0.0063 2.4173 -2.7142
H 0.3900 -2.3561 3.6377
H 0.5290 -1.8266 2.1560
O 0.8952 -2.4130 2.8262
H -1.5086 -3.8449 -0.2585
H -0.1104 -3.2592 -0.7566
O -1.0771 -3.2094 -0.8309
H -3.1573 2.5063 2.0907
H -3.1007 3.4547 0.9794
O -3.5267 2.6136 1.2003
H 0.0710 -0.9744 -3.0347
H -0.7938 -2.1209 -2.5715
O -0.2957 -1.8089 -3.3395
H 0.0986 -4.2934 1.4536
H 1.3847 -3.6729 1.0868
O 0.6742 -4.1888 0.6880
H -3.2950 1.2267 0.3410
H -3.4225 0.2593 -0.9661
O -3.0280 0.3959 -0.1046
H -1.5631 -0.4537 0.5583
H -1.0415 -1.8401 0.0893
O -0.7725 -1.0298 0.6175



Record 5
37
Properties=species:S:1:pos:R:3 method="wB97M-V/def2-TZVPD" total_charge=+1 gap_ev="11.098 / 5.058" lumo_energy_ev="-2.90 / -8.59" multiplicity=2 e_tot_ev=-22850.8217 homo_energy_ev="-14.00 / -13.65"
C 0.2046 2.6751 -0.4281
N -0.2662 2.2778 0.9463
C 0.8300 2.1254 1.8549
O 1.4569 0.8744 1.6995
C 0.5637 1.5330 -1.3274
N -0.7031 1.0113 -1.9418
H 1.1223 3.3371 -0.3916
H -0.5208 3.3226 -1.0448
H -0.8321 1.4520 0.8995
H 1.6954 2.8620 1.8286
H 0.3785 2.1026 2.8442
H 0.9465 0.1470 1.2720
H 1.1709 1.8198 -2.1918
H 1.2644 0.8784 -0.7519
H -1.0733 0.2800 -1.4304
H -0.3987 0.5784 -2.8352
H -1.3280 -2.2937 3.1903
H -0.0421 -1.4089 3.5517
O -0.3821 -2.1775 3.0784
H -0.1403 -2.2142 -1.6610
H -1.0461 -2.5128 -2.9283
O -0.9469 -2.6642 -1.9498
H -3.6395 0.4644 -1.3690
H -3.2133 1.3328 -0.0876
O -3.3733 0.3833 -0.3767
H 2.2290 -0.7782 -1.9110
H 2.1653 -0.7908 -3.4385
O 1.6284 -0.8904 -2.6387
H 3.9754 0.4286 0.5073
H 2.3709 0.7799 0.5936
O 3.1875 0.4224 0.0285
H -2.7946 -1.6669 0.3263
H -2.1538 -2.9925 -0.0205
O -2.1991 -2.3220 0.6585
H -0.6238 -1.4784 0.4827
H 0.3882 -2.1533 1.3541
O 0.2904 -1.4410 0.6982



Record 6
40
Properties=species:S:1:pos:R:3 method="wB97M-V/def2-TZVPD" gap_ev=9.778 lumo_energy_ev=-0.20 e_tot_ev=-27532.1602 homo_energy_ev=-9.97
C 2.5184 0.0654 0.6833
C 1.8756 -0.8580 -0.3300
N 0.6951 -0.2284 -0.9258
C 0.2807 -0.5441 -2.1774
O 0.7322 -1.4811 -2.8105
O -0.6669 0.2593 -2.7018
H 3.2610 -0.4498 1.2914
H 2.9864 0.9212 0.2034
H 1.7879 0.4531 1.4044
H 2.5871 -1.0783 -1.1273
H 1.5947 -1.8056 0.1330
H 0.4035 0.6458 -0.5213
H -1.4593 0.3761 -2.1193
O 1.6334 4.5415 -2.2534
H 1.4385 5.3192 -2.7855
H 0.7683 4.1738 -1.9996
O -1.7784 2.5858 0.6899
H -1.3256 2.0106 1.3505
H -2.4433 3.1038 1.1519
O -0.9899 3.6914 -1.8340
H -1.2828 3.0246 -2.4650
H -1.2865 3.3944 -0.9565
O -0.9772 0.6036 2.5012
H -1.4210 0.7387 3.3444
H -1.4758 -0.1323 2.0399
O -2.2297 -1.3536 1.1424
H -1.5321 -2.1292 1.0725
H -3.0224 -1.7997 1.4629
O -2.5701 0.4898 -0.8429
H -2.2041 1.2232 -0.3312
H -2.5242 -0.2944 -0.2665
O 1.4199 -1.9530 2.7859
H 1.4250 -2.2373 3.7037
H 1.0137 -1.0717 2.7964
O 0.7116 -3.6556 -1.2517
H 0.7657 -2.8800 -1.8470
H 1.5261 -4.1435 -1.3998
O -0.4541 -3.2415 1.1636
H 0.2574 -2.8707 1.7335
H -0.0388 -3.4135 0.2925



Record 7
38
Properties=species:S:1:pos:R:3 method="wB97M-V/def2-TZVPD" gap_ev=9.079 lumo_energy_ev=0.14 e_tot_ev=-23431.4491 homo_energy_ev=-8.94
C 1.8809 2.4232 -0.2198
C 0.5815 1.7114 -0.7717
O 0.5264 0.4769 -0.1305
C 0.8060 1.4112 -2.2159
N -0.3297 1.2496 -3.1359
H 2.0063 1.9118 0.8048
H 2.7273 2.4233 -0.8600
H 1.9082 3.4111 -0.0034
H -0.3735 2.3548 -0.6308
H -0.0697 0.2195 0.5530
H 1.6210 2.1015 -2.6661
H 1.2691 0.3595 -2.2348
H -0.5608 2.1073 -3.5625
H -0.9823 0.6723 -2.5820
O -1.2098 -3.0095 -0.8920
H -2.1818 -3.0137 -0.7589
H -0.9499 -3.3723 -0.0565
O 2.5353 -1.6803 0.8381
H 2.6052 -1.7082 -0.0647
H 1.6379 -1.6793 1.0305
O 1.6219 -0.2346 2.7367
H 2.1496 -0.9116 3.2145
H 2.1358 -0.1396 1.9396
O -2.2956 2.1684 2.5500
H -2.9410 1.3750 2.7274
H -2.7758 2.4647 1.7589
O 1.6313 -2.1091 -2.3005
H 1.1367 -2.4324 -3.0963
H 1.4874 -1.1418 -2.3528
O -1.0158 0.1190 2.6036
H -0.1617 -0.0947 2.4550
H -1.1779 0.7030 3.2932
O -2.2372 -2.0120 1.3916
H -1.7793 -2.2999 2.0805
H -2.1923 -1.0662 1.5795
O -2.5039 -0.6433 -1.2830
H -2.0386 -1.4244 -1.4336
H -2.4912 -0.6903 -0.3051



Record 8
41
Properties=species:S:1:pos:R:3 method="wB97M-V/def2-TZVPD" total_charge=+1 gap_ev=9.152 lumo_energy_ev=-2.56 e_tot_ev=-24950.9122 homo_energy_ev=-11.72
C 3.3194 -2.5937 0.9099
C 2.1106 -1.6659 0.9381
C 1.5561 -1.3754 -0.2631
N 0.6072 -0.2128 -0.3964
N 1.4813 -1.5031 2.1558
H 2.9744 -3.6518 0.7735
H 3.8870 -2.4916 1.8279
H 3.9647 -2.2779 0.0605
H 1.8687 -1.7787 -1.2157
H -0.2535 -0.1635 0.1784
H 0.1794 -0.3073 -1.3390
H 1.1097 0.6611 -0.1909
H 2.0792 -1.2526 2.9171
H 0.7504 -0.8182 2.1406
H -2.0724 -1.8068 -2.7254
H -3.3635 -2.6969 -2.9389
O -2.8759 -2.1750 -2.2989
H -0.9251 1.1137 2.9293
H -0.0027 1.6698 1.7734
O -0.0495 1.0321 2.4940
H -3.5958 3.0293 -0.3831
H -2.1950 3.5424 0.2104
O -2.6418 3.0096 -0.4511
H -1.4410 1.4570 -2.0501
H -1.9871 1.3042 -3.4019
O -1.1178 1.5401 -2.9595
H 1.2860 3.0632 -0.2902
H 1.5398 2.2775 -1.6007
O 1.0052 2.2961 -0.7972
H -2.4157 -0.3722 2.6323
H -2.4445 -0.4544 4.3148
O -2.3421 0.0315 3.5008
H 1.8596 1.5891 2.0683
H 2.4091 3.0811 1.8686
O 2.1085 2.2756 1.4327
H -2.9028 -0.3985 -0.5462
H -2.0758 -1.7122 -0.3209
O -2.1809 -0.7921 -0.0520
H 0.7801 -1.3977 -3.5403
H -0.1086 -0.3199 -4.0979
O 0.1151 -0.7551 -3.2667



Repeat the seventh record exactly.
38
Properties=species:S:1:pos:R:3 method="wB97M-V/def2-TZVPD" gap_ev=9.079 lumo_energy_ev=0.14 e_tot_ev=-23431.4491 homo_energy_ev=-8.94
C 1.8809 2.4232 -0.2198
C 0.5815 1.7114 -0.7717
O 0.5264 0.4769 -0.1305
C 0.8060 1.4112 -2.2159
N -0.3297 1.2496 -3.1359
H 2.0063 1.9118 0.8048
H 2.7273 2.4233 -0.8600
H 1.9082 3.4111 -0.0034
H -0.3735 2.3548 -0.6308
H -0.0697 0.2195 0.5530
H 1.6210 2.1015 -2.6661
H 1.2691 0.3595 -2.2348
H -0.5608 2.1073 -3.5625
H -0.9823 0.6723 -2.5820
O -1.2098 -3.0095 -0.8920
H -2.1818 -3.0137 -0.7589
H -0.9499 -3.3723 -0.0565
O 2.5353 -1.6803 0.8381
H 2.6052 -1.7082 -0.0647
H 1.6379 -1.6793 1.0305
O 1.6219 -0.2346 2.7367
H 2.1496 -0.9116 3.2145
H 2.1358 -0.1396 1.9396
O -2.2956 2.1684 2.5500
H -2.9410 1.3750 2.7274
H -2.7758 2.4647 1.7589
O 1.6313 -2.1091 -2.3005
H 1.1367 -2.4324 -3.0963
H 1.4874 -1.1418 -2.3528
O -1.0158 0.1190 2.6036
H -0.1617 -0.0947 2.4550
H -1.1779 0.7030 3.2932
O -2.2372 -2.0120 1.3916
H -1.7793 -2.2999 2.0805
H -2.1923 -1.0662 1.5795
O -2.5039 -0.6433 -1.2830
H -2.0386 -1.4244 -1.4336
H -2.4912 -0.6903 -0.3051